148
Properties=species:S:1:pos:R:3:forces:R:3:mulliken_charge:R:1 method="wB97M-V/def2-TZVPD" total_energy_ha=-5600.16031 spin_multiplicity=1 charge=+1
C 7.071316 -1.153439 -2.841966 0.6 -0.2 0.5 -0.7842
H -2.064074 -0.999609 9.214594 -0.6 -0.4 0.5 0.3246
H 4.109386 -9.721169 -0.020476 -0.2 0.4 -0.5 0.3348
H 7.878636 -1.818929 -2.536246 0.0 -0.2 -0.2 0.2505
C -1.114044 -7.634189 -10.186696 -0.9 0.2 1.0 -0.6034
F -2.274904 -0.450269 1.711844 1.3 -0.2 -0.4 -0.5368
C -6.562664 -0.062439 9.270624 0.0 -0.4 0.6 -1.0211
H -4.761834 1.162641 -3.865316 -0.1 -0.7 0.1 0.2948
H 5.551136 -8.851979 -0.708026 -0.2 -0.2 -0.3 0.2498
H -4.809214 7.016471 5.007724 0.1 0.2 0.1 0.2637
H -7.314584 3.320011 -4.693576 -0.2 0.0 -0.4 0.3118
F 1.164216 0.170221 0.894494 -1.4 -0.2 0.1 -0.4835
H -4.188194 -0.248409 10.185394 0.2 -0.1 -0.1 0.2089
H -5.502054 7.811381 0.364494 0.1 0.0 0.0 0.2836
C -2.621414 -10.108539 -4.714666 0.6 0.0 -0.8 -0.9391
H 2.081066 -6.295489 -9.803496 -0.1 0.1 -0.6 0.2472
H 6.685286 5.900711 0.581144 0.0 -0.3 0.2 0.4313
Pb -7.630714 -1.638509 2.512764 0.5 0.3 -0.1 1.4184
H 6.060946 8.832881 4.213594 -0.2 0.1 -0.2 0.3137
H -2.272374 0.472091 8.464414 -0.5 0.2 -0.6 0.2769
H -6.468774 0.446241 10.230064 0.0 0.3 -0.2 0.3466
C 8.818156 1.729311 -4.581456 0.7 0.8 -0.1 -1.0536
C -5.618554 1.133211 -4.538566 -0.4 1.0 0.4 -0.8751
H -3.170074 -8.091229 -10.907336 0.1 0.0 0.0 0.3903
H -7.245914 0.428311 8.577484 0.0 0.0 0.4 0.2593
C -8.209544 2.698311 -4.668386 -0.6 0.1 0.4 -0.8719
H 5.065616 5.197451 -0.945366 -0.1 -0.2 0.1 0.4184
O -6.721094 4.011311 1.085994 -0.3 -2.2 0.1 -0.6797
F -0.443314 0.823161 2.802284 0.0 -0.8 -1.5 -0.5044
N 5.949506 0.578401 8.090344 1.0 1.0 -2.7 -0.2176
C -4.158124 -6.753029 -4.030666 -0.5 1.0 1.2 -0.8664
F 0.063966 -1.553739 2.280914 -0.8 0.8 -0.5 -0.4796
N -8.007774 1.551761 -3.831966 0.0 0.5 -0.5 -0.1297
C 6.874546 -0.472079 10.003484 0.5 -0.4 0.4 -0.8936
C 4.445956 8.049531 1.843004 0.5 0.0 -0.1 -0.5860
H -3.006604 -7.764749 -5.482646 -0.3 0.1 0.1 0.1607
H 3.899506 8.131911 0.903474 -0.1 0.0 0.1 0.3739
H 6.235486 -1.740519 -3.222516 0.2 0.2 -0.2 0.3169
H 6.770126 -0.684239 -1.905356 -0.2 0.4 -0.1 0.2658
H 6.618066 -1.487039 10.307074 0.0 0.1 0.1 0.2542
H -3.029224 6.294501 7.124384 0.0 0.2 0.0 0.2682
C 4.970826 -9.085579 0.184594 -0.1 -0.6 -0.2 -1.0205
C -5.488264 6.978201 -0.338166 0.0 0.9 -0.7 -0.9254
N -4.127314 -0.349869 9.182354 1.5 -0.1 2.4 -0.1989
C -5.268624 -0.235159 8.530804 -0.2 0.6 -1.3 0.7580
H -3.052964 -6.624089 -9.915816 0.1 0.0 -0.2 0.3094
C -3.359094 -9.028959 -3.972276 -0.1 -1.7 0.9 0.6494
H 9.421656 2.518521 -4.133076 -0.1 -0.1 0.3 0.3023
H 5.474866 1.041991 6.193004 -0.1 0.8 -0.2 0.3438
O -5.273974 -0.217409 7.311054 -0.4 -0.3 -1.2 -0.6887
C -0.529204 -5.583149 -8.919716 -0.2 -2.0 -1.1 -0.4019
C 4.831696 6.148181 -0.466326 0.3 -0.6 0.2 -1.3794
O 5.300676 -7.445739 1.841274 -0.1 0.3 -0.3 -0.6339
N -4.562964 7.248271 5.959424 1.2 -3.2 -0.5 -0.1171
H -2.979464 -11.121699 -4.531906 -0.2 0.3 0.4 0.3057
C 5.000686 1.217831 7.158564 0.7 -1.6 0.5 -0.8334
H -5.148684 -6.982339 -3.637816 -0.1 -0.4 -0.1 0.2618
C -2.678794 -7.639609 -10.045486 1.1 -0.3 0.1 -1.1633
H -8.572624 6.016311 -0.193286 0.1 0.2 -0.1 0.2814
O -5.253734 9.280121 5.513824 0.6 -0.2 0.5 -0.6838
H -3.733804 8.390121 8.179404 -0.2 -0.2 0.4 0.3477
H 6.977456 9.590421 2.883334 -0.3 -0.2 -0.4 0.3588
H -0.645714 -8.613959 -10.280606 -0.6 -0.2 -0.3 0.4548
C 0.088876 -4.947829 -7.723126 0.0 1.1 0.7 -1.2424
H -8.999694 3.229931 -4.138156 0.0 0.5 -0.5 0.3257
H -4.159344 5.226941 6.336154 -0.2 0.1 0.0 0.3297
O -6.883864 -0.068779 -2.871246 0.4 -0.2 -0.2 -0.6988
H 1.253206 -7.362619 -7.730486 -0.2 0.3 -0.2 0.3965
C -4.782484 8.472641 6.327664 -2.4 3.4 -0.1 0.6681
H -5.592324 2.149661 -4.931296 -0.4 0.0 -0.3 0.3144
F -0.695824 -1.377689 -0.050216 0.0 1.6 1.0 -0.4984
As -0.526814 -0.193529 1.305104 0.1 0.6 0.7 2.0076
H 2.744536 -7.894209 -9.788366 0.0 -0.1 0.2 0.4144
C -8.073644 5.907561 0.769674 0.6 0.1 -0.6 -0.9981
H -8.744274 5.339941 1.414774 0.3 0.1 0.0 0.2778
H 7.640076 7.124301 2.275944 0.1 -0.2 -0.2 0.4505
H -4.308364 -5.923189 -4.721226 0.4 -0.1 0.0 0.3379
H -6.946504 -1.046559 9.539474 -0.1 -0.1 -0.2 0.2641
H -4.614184 7.068511 -0.983086 0.5 -0.4 0.6 0.3480
H 4.113656 0.585451 7.121454 -0.4 0.6 0.3 0.2914
H 9.477636 1.343651 -5.358926 -0.5 -0.1 -0.4 0.2804
C -6.758694 5.131051 0.634534 -1.6 0.2 1.9 0.6501
H 0.019886 -5.272359 -9.808536 0.4 0.2 -0.2 0.3445
H -1.544174 -5.263719 -9.156166 -0.1 0.1 0.5 0.3403
H 7.788046 -0.526099 9.411284 -0.1 0.1 -0.1 0.3044
N 7.579286 -0.207979 -3.821356 -1.4 -0.6 -1.0 -0.1799
H 6.872236 0.451811 7.699624 -0.2 0.0 0.4 0.2518
H -1.586944 -10.043919 -4.377346 0.1 -0.2 0.0 0.2462
H -4.857554 5.038071 0.283634 0.1 0.2 0.1 0.2665
C -2.790774 -0.478279 8.591524 -0.1 -0.3 -0.1 -0.8073
N -0.522004 -7.097989 -8.960546 1.3 1.4 0.7 0.2226
H -2.939034 -8.187599 -9.139896 -0.1 -0.1 -0.1 0.2283
H 4.849696 2.262541 7.430384 -0.3 -0.2 -0.3 0.2384
H 5.238756 5.470281 1.556684 0.1 -0.5 0.0 0.3178
H 4.042196 7.341941 3.907084 0.7 0.3 0.0 0.2833
O 4.608776 0.193081 9.794774 -1.8 0.1 1.0 -0.6301
H 5.584266 -9.743609 0.800054 0.2 0.6 0.3 0.3044
C 8.539426 0.686431 -3.538136 -1.5 0.6 -2.1 0.6099
F -1.022244 1.288141 0.385924 0.4 -1.8 0.6 -0.5062
C 3.639486 7.257921 2.897694 0.0 0.0 1.2 -1.0144
H -5.454864 0.446921 -5.369406 -0.1 -0.1 0.3 0.2374
H -4.445644 9.928891 7.862454 -0.2 0.0 -0.3 0.2959
H 3.082116 -7.018859 -1.613856 0.2 0.0 -0.2 0.2957
H 2.627966 7.608271 3.103034 -0.1 0.2 -0.8 0.3912
C -6.883164 0.830161 -3.709936 0.4 -1.1 0.9 0.5780
N 3.591106 -7.049259 0.434054 -1.6 -0.8 -1.5 -0.1573
N -5.609754 5.710321 0.332374 1.0 1.0 -1.5 -0.1295
H -5.493444 8.663561 8.425274 0.0 -0.4 -0.3 0.2648
C 5.662066 6.173471 0.839454 0.0 1.2 -0.9 -0.3643
C 5.695746 0.121271 9.296134 0.8 -0.3 0.6 0.6532
H 7.763676 8.575011 4.023544 0.0 0.0 0.1 0.4168
H -8.817804 1.322761 -3.273846 0.6 -0.5 0.2 0.2514
H -4.719364 6.198261 7.716854 0.3 -0.4 0.2 0.3182
H 2.511476 -8.483329 -0.882496 0.3 0.0 0.7 0.2447
H 4.720786 9.052521 2.169444 -0.7 0.1 0.3 0.3772
C 6.835076 8.677801 3.462084 0.3 -0.1 0.6 -1.3988
C 2.688626 -7.426539 -0.682696 0.5 0.8 -0.4 -0.8281
H -2.914614 -1.071649 7.685614 0.3 0.5 -0.2 0.2804
H 7.045996 -0.053599 -4.665076 0.1 -0.2 0.2 0.2457
C 6.662086 7.377081 2.685504 0.7 1.2 -0.9 -0.3316
H 0.707766 -8.729169 -8.641216 0.0 -0.1 0.0 0.4231
N 5.755866 7.474921 1.531194 -0.8 -1.5 0.8 0.0171
H 6.444706 6.575321 3.391204 -0.5 -0.3 0.0 0.3324
H 7.917896 2.236821 -4.927986 0.0 -0.4 -0.5 0.3328
H 7.083976 0.116771 10.896524 -0.1 -0.1 0.0 0.2376
H -0.487464 -4.956489 -6.798006 -0.2 -0.5 -0.1 0.2807
O 9.081256 0.687641 -2.496226 2.2 -0.1 3.6 -0.5866
H 0.156096 -3.882469 -7.943596 0.1 0.1 -0.1 0.3832
H -2.609404 -9.985189 -5.797596 0.0 0.2 -0.1 0.2538
C -4.075654 6.191301 6.837264 -0.4 0.0 -0.1 -0.9150
H -7.854934 6.889351 1.189614 -0.3 0.1 -0.1 0.3268
H -8.594944 2.386651 -5.639176 0.3 0.4 -0.3 0.2645
C 0.857936 -7.651409 -8.704376 -1.2 -0.6 -0.9 -0.7913
H 3.588766 6.175851 2.776654 0.0 0.1 -0.7 0.2805
H 3.750716 6.138911 -0.326706 0.1 0.3 0.1 0.3451
H -0.838514 -7.046429 -11.062326 0.1 0.2 -0.2 0.3225
H 1.105996 -5.261049 -7.487666 -0.1 -0.2 -0.2 0.2992
H 1.375626 -7.637659 -10.832936 0.0 0.4 0.1 0.2601
C 4.634566 -7.787629 0.874274 0.6 -0.2 1.5 0.6440
C 1.805366 -7.347679 -9.874116 0.5 0.1 0.8 -0.9040
H -3.572044 -6.480389 -3.153006 -0.1 0.6 0.0 0.2927
H 1.718026 -6.939999 -0.586126 0.0 -0.1 0.5 0.3149
H 3.334206 -6.170189 0.859904 0.6 -0.3 0.4 0.2517
O -3.728264 -9.279729 -2.829176 -0.3 1.0 -0.5 -0.6269
H -6.245104 7.165681 -1.099836 -0.6 -0.2 0.3 0.2995
H 5.118416 6.872111 -1.229096 0.0 0.4 0.4 0.3350
C -4.634694 8.858361 7.782854 1.2 0.4 0.1 -1.0415
N -3.526044 -7.863849 -4.622146 0.4 -0.8 -1.2 -0.0775